Entry 1:
Formula: CN2O2S2
Source: the Open Molecules 2025 dataset
Level of theory: wB97M-V/def2-TZVPD

Positions of all 7 atoms, in Å:
C: -2.214 0.016 -0.151
N: -2.527 -0.568 -1.113
N: 1.742 -0.031 -0.071
O: 0.992 0.567 -0.853
O: 2.880 -0.307 -0.095
S: -1.567 0.933 1.003
S: 0.695 -0.609 1.280

* total charge: 0
* ΔE to the lowest compared entry with this formula, charge and spin: 58.0 kcal/mol
* highest occupied orbital energy: -10.580 eV
* Kohn-Sham gap: 6.731 eV
* M: 136.2 g/mol

---

Entry 2:
Formula: CN2O3S
Source: the Open Molecules 2025 dataset
Level of theory: wB97M-V/def2-TZVPD

Positions of all 7 atoms, in Å:
C: -1.589 -0.363 -0.100
N: -2.394 -1.124 0.151
N: 1.186 -0.949 -0.303
O: 2.349 -0.652 -0.209
O: 0.115 0.777 1.403
O: 0.322 1.694 -0.928
S: 0.011 0.618 -0.014

* total charge: 0
* ΔE to the lowest compared entry with this formula, charge and spin: 24.0 kcal/mol
* highest occupied orbital energy (spin up / spin down): -10.779 / -10.779 eV
* Kohn-Sham gap (spin up / spin down): 8.457 / 8.457 eV
* SMILES: N#CS(=O)(=O)N=O
* M: 120.1 g/mol